The ion C5H8N with charge +1 at a distorted geometry. Source: OMol25; level of theory: ωB97M-V/def2-TZVPD.

Last column: Löwdin charge in e.
Cartesian coordinates (Å):
C -2.700 -0.278 -0.030  0.327
N -1.844 0.525 0.019  0.102
C -0.628 0.993 0.233  -0.102
C 0.446 0.165 0.062  -0.241
C 0.195 -1.276 -0.337  -0.003
C 1.785 0.808 0.204  -0.028
H -3.288 -1.125 -0.274  0.134
H -0.548 2.032 0.692  0.171
H -0.299 -1.789 0.514  0.115
H 1.038 -1.742 -0.812  0.091
H -0.588 -1.108 -1.158  0.107
H 2.444 0.102 0.683  0.083
H 1.806 1.678 0.989  0.139
H 2.181 1.015 -0.785  0.105

The SMILES is C#[N+]C=C(C)C. Its energy above the lowest of the compared OMol25 structures with the same formula, charge and spin is 71.2 kcal per mole. The total energy is -249.7117 Eh. The HOMO energy is -14.512 eV. The calculation puts the orbital gap at 9.367 eV. Its total charge is +1. Its LUMO energy is -5.15 eV.